# 1
123
Properties=species:S:1:pos:R:3:forces:R:3 method="wB97M-V/def2-TZVPD" e_homo_ev=-10.59 gap_ha=0.281 e_above_lowest_kj_mol=1253.8 lumo_ev=-2.95 charge=+1
C -2.4116 0.1187 -2.7979 -2.311 -1.850 0.963
C -1.1666 0.8057 -2.2489 1.963 4.658 -2.041
C -0.7466 0.3127 -0.8769 4.587 -0.355 -3.465
C 0.6474 0.6977 -0.3469 2.137 -0.960 -3.412
N 0.8414 0.3997 1.0861 1.594 -0.742 1.834
C 0.7634 -1.0803 1.4101 -1.844 -3.133 -2.876
C -0.5656 -1.3653 2.1561 -0.852 -0.654 -2.104
C -0.8896 -0.0063 2.7081 6.377 -4.712 4.903
C -0.2236 1.0517 2.0591 1.947 2.615 -4.235
C 2.2814 0.7447 1.4501 -2.454 3.753 3.365
C 2.5804 2.2277 1.3881 0.916 2.491 -1.941
C 3.9664 2.7017 2.0481 -2.289 -2.101 -1.629
H -2.3736 -0.9863 -3.4249 0.516 2.953 2.830
H -3.2086 0.6527 -3.4109 1.674 0.088 0.784
H -2.9046 0.0977 -1.7179 -0.056 -1.248 -2.530
H -1.4526 1.9627 -1.9359 0.410 -2.533 -1.558
H -0.2856 0.9677 -3.0439 -1.793 -0.557 1.977
H -0.9686 -0.6773 -0.8179 0.072 -2.861 0.541
H -1.3286 0.7747 -0.2859 -4.785 3.105 4.472
H 0.9434 1.7867 -0.4829 -0.844 -1.261 -0.011
H 1.4874 0.0377 -1.0539 -2.149 1.849 2.395
H 1.5074 -1.5853 2.0541 0.528 1.361 -0.669
H 0.7184 -1.6433 0.3501 0.434 1.736 2.828
H -0.3946 -2.2053 2.8211 0.072 0.485 0.714
H -1.3966 -1.8193 1.5221 1.014 1.006 0.221
H -0.4676 0.0657 3.8001 -1.526 -0.577 -1.604
H -1.7356 0.3597 2.6141 -9.113 1.728 0.409
H 0.1784 1.5777 2.8781 1.497 1.599 -0.163
H -0.8786 1.7647 1.4311 1.288 -1.572 0.929
H 2.9314 0.3387 0.8161 2.225 -2.696 -2.157
H 2.4124 0.4967 2.5051 0.082 -0.723 -0.263
H 1.7484 2.8857 1.7391 0.563 -0.628 -0.045
H 2.7514 2.5357 0.2351 -0.530 -0.584 2.414
H 4.0274 3.7037 1.8671 0.183 2.842 -0.860
H 4.7404 2.2227 1.5011 0.935 -0.524 -0.197
H 4.1144 2.6377 3.0791 -0.255 -0.954 1.697
O -3.4336 -3.0353 -0.6879 0.723 7.359 -4.563
H -3.4196 -3.8613 -0.4149 0.255 -6.344 1.675
H -3.1856 -2.9623 -1.7079 -1.202 -0.940 2.541
O 0.9284 2.0767 -5.1619 -0.629 1.217 0.900
H 0.7094 1.1217 -5.0339 -0.234 1.562 0.689
H 0.4844 2.7157 -4.4899 0.876 -2.227 -1.405
O 2.7114 -3.6973 3.1731 -0.053 -2.850 3.646
H 2.4064 -3.7093 2.3491 -2.068 -0.221 -5.396
H 2.9514 -2.7653 3.4931 -2.337 -3.673 -1.264
O 0.1234 -4.2973 5.6061 0.060 -10.237 -1.848
H 0.4364 -3.5413 5.2791 2.027 3.170 -2.315
H -0.5186 -4.1563 6.1941 -3.727 0.799 3.507
O -0.5496 4.6027 -3.6619 -1.065 -0.864 1.012
H -0.3116 4.7427 -4.5509 1.062 0.781 -1.732
H -1.4236 4.1847 -3.8449 0.097 -0.076 0.516
O -0.5686 -2.7953 -0.7759 -2.345 1.328 -1.990
H -0.3626 -2.4503 -1.7019 1.074 -1.136 0.536
H -1.5496 -2.5853 -0.9159 1.173 -1.050 1.727
O 5.0004 0.5067 4.4681 -4.837 -8.759 -4.551
H 5.3334 1.1857 4.8301 4.405 7.861 4.360
H 5.5964 -0.0953 4.0131 0.517 0.810 0.183
O -3.0726 -2.0803 4.2971 -0.676 -2.210 -0.775
H -3.9846 -2.4943 4.4871 2.354 0.833 -0.574
H -2.4996 -2.8083 3.8031 -1.593 1.486 1.494
O 3.5274 -1.6573 -0.1239 2.328 6.063 -0.998
H 3.3774 -1.1433 -0.9779 0.080 -2.398 1.416
H 3.1474 -2.4483 0.0021 -3.164 -4.817 -0.259
O 3.5744 -1.9773 3.9011 7.734 9.722 4.313
H 4.3224 -1.7773 3.2651 -1.081 -1.291 -1.164
H 4.0994 -1.3023 4.5261 -2.690 -1.623 -0.296
O 5.2794 3.1937 5.4821 0.669 0.696 -2.051
H 4.5444 3.8397 5.4681 0.544 -0.505 0.004
H 5.7764 3.3617 4.6121 -1.096 -0.126 1.989
O -4.8746 2.5017 -2.3709 0.360 -3.048 1.934
H -4.7376 1.6947 -1.6119 -0.224 3.363 -2.414
H -4.4776 3.3317 -2.0849 0.011 -0.315 0.412
O 5.1764 -1.6403 1.6981 0.183 0.041 2.454
H 6.0694 -1.3903 1.5211 0.566 -0.026 -0.692
H 4.6114 -1.8063 0.9291 0.175 0.510 -0.883
O -4.4386 0.8647 -0.1019 1.403 -1.993 0.934
H -4.1236 1.5927 0.4661 0.007 -0.434 -0.017
H -3.9026 0.0557 0.2461 -1.576 1.929 -1.002
O -3.6336 -2.9383 -3.5029 -5.303 -5.552 14.115
H -4.4906 -2.4113 -3.2109 2.204 -2.357 0.200
H -3.5026 -2.5383 -4.2859 2.504 -3.070 -1.181
O 3.4854 -1.0083 -2.5499 -0.743 0.734 0.681
H 3.9544 -0.1973 -2.6149 0.665 1.573 0.254
H 3.6744 -1.3423 -3.3919 0.063 -1.621 -1.964
O -2.5206 1.3677 -5.7079 0.998 -4.361 -2.112
H -1.9066 1.7327 -6.3339 1.131 0.346 -0.419
H -3.2516 1.1727 -6.2599 -1.482 -0.800 -0.999
O -3.4036 -1.8583 -5.0369 0.042 8.532 -12.836
H -3.5266 -2.3153 -5.9399 -0.969 1.334 1.925
H -4.1456 -1.5313 -4.5289 -1.387 1.648 -1.793
O 0.2334 4.5757 -0.9829 -0.905 -1.187 4.243
H 0.1364 4.5597 -1.8719 -1.083 -0.269 -4.887
H 1.0024 5.0747 -0.8849 2.007 1.359 0.704
O 0.7964 -2.3703 5.6861 -1.756 6.672 1.500
H 1.3584 -1.5993 5.5381 -0.149 0.254 -0.011
H -0.1906 -2.0283 5.9251 3.691 -0.671 -0.841
O -1.4386 -2.7073 -5.3909 3.013 -4.503 -1.712
H -1.0296 -3.1943 -6.1689 -0.550 0.933 1.453
H -1.8586 -1.9603 -5.7089 -0.494 2.125 -1.095
O -2.7296 3.1517 -4.5919 1.831 7.436 3.401
H -2.8556 2.5057 -5.1889 0.146 -2.092 -3.335
H -3.3836 2.8227 -4.0549 -2.701 -0.321 3.442
O -0.7266 4.0577 1.6311 -5.432 0.883 15.680
H -1.4246 3.4427 1.5721 -1.732 -0.803 0.644
H -0.4456 4.0467 0.9011 7.025 0.561 -17.015
O -0.2596 -0.3443 -4.8849 4.383 1.116 -4.071
H -0.3716 -0.3493 -5.8789 0.260 -0.130 1.772
H -1.0596 -0.5323 -4.5389 -4.397 -0.562 1.766
O -3.2126 2.7267 1.4931 -0.643 0.666 -0.510
H -3.5986 2.7727 2.3671 -0.001 -0.265 0.760
H -3.7306 3.4227 1.0451 0.529 -0.066 -0.038
O -1.5826 -4.2603 3.4671 -2.550 -1.238 -0.415
H -0.7576 -4.4973 3.8651 1.373 -0.150 0.957
H -2.1906 -4.9673 3.8371 1.018 1.258 -0.737
O 1.7204 -3.7153 0.1861 -1.614 0.969 -0.219
H 1.7464 -4.6893 0.3211 -0.829 1.201 -0.334
H 0.7634 -3.2463 -0.0339 2.654 -2.950 0.565
O 0.3924 4.5587 3.8861 1.450 -1.390 1.807
H 0.1064 4.7047 3.0101 -0.941 0.540 -1.372
H 0.1544 5.2437 4.4891 -0.337 0.808 0.156
O 0.0644 -2.4903 -3.2639 1.563 2.083 1.445
H -0.5136 -2.9703 -3.8319 -0.742 -0.010 -0.952
H 0.1524 -1.5353 -3.5509 -0.117 -2.076 -0.188

=====

# 2
35
Properties=species:S:1:pos:R:3:forces:R:3 method="wB97M-V/def2-TZVPD" e_homo_ev=-9.51 gap_ha=0.232 lumo_ev=-3.20
Au 0.4468 1.7175 -0.4179 -0.488 -0.058 -0.067
S 2.5686 0.1938 0.6968 0.177 -0.085 0.080
C 3.5401 1.4958 0.6835 0.116 0.083 -0.063
C 4.3129 1.8250 1.8550 -0.153 0.057 -0.042
N 4.9258 2.0843 2.7915 0.043 -0.035 -0.004
C 3.6243 2.4376 -0.4495 0.122 -0.090 0.182
S 2.7667 2.2679 -1.8187 0.136 0.073 -0.163
C 4.4591 3.5989 -0.2748 -0.164 -0.012 0.021
N 5.1188 4.5323 -0.1581 0.050 -0.020 -0.008
O -2.5266 -4.0252 2.3333 -0.015 -0.012 -0.002
C -2.9213 -4.1465 0.9881 0.027 -0.006 0.036
N -2.1210 -3.1619 0.2920 -0.049 0.059 -0.024
C -2.2383 -3.0022 -1.0388 0.009 -0.045 -0.009
O -2.9867 -3.6794 -1.7202 0.004 -0.008 -0.009
C -1.3880 -1.9375 -1.6766 -0.001 0.029 0.015
C -1.0845 -2.0581 -3.0269 -0.013 0.001 0.002
C -0.3251 -1.0774 -3.6359 0.003 0.014 0.001
C 0.1016 0.0017 -2.8846 0.035 -0.003 -0.003
N -0.2054 0.1292 -1.5910 0.119 0.123 0.090
C -0.9411 -0.8213 -0.9966 -0.021 0.019 -0.010
H -3.0601 -4.6135 2.8753 0.011 0.010 -0.004
H -3.9818 -3.9218 0.8442 0.001 -0.003 -0.009
H -2.7138 -5.1426 0.5861 -0.007 0.000 -0.005
H -1.4377 -2.6710 0.8440 0.011 -0.025 0.014
H -1.4588 -2.9152 -3.5707 -0.004 -0.002 0.005
H -0.0614 -1.1351 -4.6819 -0.001 -0.002 -0.001
H 0.7056 0.7884 -3.3133 0.003 -0.009 -0.003
H -1.1892 -0.6447 0.0419 0.010 0.001 -0.001
F -1.5576 2.3087 1.5748 -0.070 -0.011 0.048
Te -0.2365 3.4191 2.3060 0.469 -0.049 -0.569
F -1.1193 4.8902 1.6136 -0.053 0.023 0.043
F -1.3441 3.5566 3.7731 -0.020 0.020 0.065
F 0.9479 4.5229 3.1868 0.020 0.005 0.036
F 0.4999 1.9220 3.1295 -0.044 0.000 0.068
O 0.8804 3.2615 0.8403 -0.264 -0.044 0.289

=====

# 3
25
Properties=species:S:1:pos:R:3:forces:R:3 method="wB97M-V/def2-TZVPD" e_homo_ev=-9.60 gap_ha=0.290 e_above_lowest_kj_mol=0.0 lumo_ev=-1.72
C 0.2396 -3.0459 -1.8349 0.406 -0.232 -0.100
C 0.4892 -1.7087 -1.2406 -0.391 0.024 0.063
Br 2.3033 -1.1798 -1.0932 0.026 0.025 0.031
C -0.4556 -0.8745 -0.8280 -0.005 -0.337 0.096
Br -2.2980 -1.3460 -1.0148 0.316 0.084 0.046
C -0.1972 0.4726 -0.3085 -0.140 0.127 0.169
C 0.0878 0.7740 0.9662 -0.031 0.285 -0.319
C 0.2552 -0.2654 2.0458 0.010 0.117 0.147
C -0.9550 -1.1250 2.3268 0.347 -0.259 -0.436
F 0.6255 0.3321 3.2297 0.240 0.076 0.398
C 0.3173 2.2240 1.2886 -0.022 0.512 1.074
O 0.2786 2.6611 2.4249 -0.046 -0.190 -0.800
C 0.5649 3.1632 0.1833 0.053 0.026 -0.726
C 0.2838 2.8340 -1.0708 0.084 -0.133 0.513
F 0.4470 3.6696 -2.0801 -0.073 0.034 -0.158
C -0.2504 1.4967 -1.3890 -0.685 -0.267 -1.514
O -0.6993 1.2258 -2.4963 0.645 0.370 1.211
H -0.0459 -3.7636 -1.0749 -0.121 -0.144 0.236
H 1.1283 -3.4240 -2.3215 0.177 -0.054 -0.094
H -0.5512 -2.9974 -2.5660 -0.327 0.054 -0.218
H 1.1121 -0.8671 1.7552 0.131 -0.335 -0.159
H -0.9410 -1.9700 1.6546 -0.267 -0.207 -0.330
H -1.8761 -0.5769 2.2107 -0.320 0.113 0.106
H -0.8548 -1.5369 3.3184 -0.039 0.056 0.407
H 0.9325 4.1484 0.3967 0.032 0.255 0.356

=====

# 4
26
Properties=species:S:1:pos:R:3:forces:R:3 method="wB97M-V/def2-TZVPD" multiplicity=4 e_homo_ev="-17.43 / -16.88" gap_ha="0.312 / 0.169" e_above_lowest_kj_mol=107.0 lumo_ev="-8.95 / -12.28" charge=+2
O -3.2138 -2.9453 -2.6917 1.681 1.446 -0.643
C -2.3821 -2.2235 -2.9880 -1.655 -1.415 0.671
Cr 1.3519 1.0864 -2.6668 -1.727 -0.678 0.242
C 2.1912 1.8411 -1.2047 2.492 2.309 4.846
O 2.6363 2.2507 -0.2031 -1.658 -1.558 -3.905
C 2.4795 1.8011 -4.1038 4.497 2.401 -5.766
O 3.1276 2.1387 -5.0125 -3.191 -1.611 4.464
C -0.1867 2.0359 -2.0911 -4.737 3.513 0.814
O -1.1292 2.6375 -1.7341 4.009 -2.787 -1.306
C 2.0598 -0.5595 -2.0925 2.600 -5.517 0.995
O 2.5111 -1.5716 -1.7075 -2.060 4.352 -1.417
H 0.1858 0.1307 -2.2130 -0.034 -0.187 -0.395
C -1.3204 -0.8842 3.9116 0.121 -0.121 0.230
C -0.8454 -0.5833 2.5226 -0.138 -0.181 0.848
C -1.7389 -0.2202 1.5191 -0.215 -0.446 1.365
C -1.2560 0.0677 0.2350 1.123 0.317 -1.255
N 0.0401 0.0363 -0.0750 -0.106 0.080 0.501
C 0.9012 -0.3226 0.8781 -0.356 0.135 -1.143
C 0.4970 -0.6576 2.1774 -0.692 -0.234 1.272
H -1.7755 -0.0063 4.3809 0.059 -0.012 -0.163
H -2.0750 -1.6757 3.9206 0.062 0.067 -0.127
H -0.4886 -1.2053 4.5402 -0.105 0.030 -0.032
H -2.8016 -0.1709 1.7128 -0.096 0.022 0.034
H -1.9640 0.3496 -0.5383 0.125 -0.021 -0.136
H 1.9531 -0.3877 0.6231 0.007 0.105 -0.051
H 1.2426 -0.9620 2.9009 -0.007 -0.008 0.056

=====

# 5
36
Properties=species:S:1:pos:R:3:forces:R:3 method="wB97M-V/def2-TZVPD" e_homo_ev=-5.24 gap_ha=0.192 e_above_lowest_kj_mol=0.0 lumo_ev=0.00 charge=-1
La -9.8112 -6.6116 8.6094 0.107 -1.228 -0.481
I -9.3980 -5.4565 12.0495 -0.557 0.415 -0.996
C -10.9807 -4.1185 11.3816 -0.143 0.249 -0.510
I -11.3413 -3.3387 9.2546 0.750 -0.984 1.538
H -10.7792 -3.2222 11.9507 -0.264 0.101 -0.101
H -11.9300 -4.5951 11.6168 0.207 0.064 -0.032
O -7.2002 -12.5842 5.0379 -1.139 0.003 -0.648
C -8.3534 -12.1755 4.6868 2.187 -1.051 0.170
O -9.1188 -12.5944 3.8011 -0.100 0.584 0.488
C -8.7189 -10.9740 5.5336 -1.538 1.970 0.631
C -9.7411 -10.0699 5.1633 0.015 -0.460 -0.105
C -10.0781 -8.9861 5.9879 1.083 -0.969 -1.163
N -9.3884 -8.7237 7.0713 0.129 0.175 2.464
C -8.4624 -9.6157 7.5540 -0.724 0.670 -0.697
C -8.0915 -10.6911 6.7712 0.548 -0.725 0.564
C -7.9294 -9.3129 8.9682 1.700 0.800 1.186
O -7.0611 -9.9542 9.5490 -1.067 -0.396 -1.368
O -8.3662 -8.1931 9.5370 -1.000 0.112 -1.283
H -10.2766 -10.2158 4.2168 0.211 -0.142 0.495
H -10.8630 -8.3004 5.7400 -0.301 0.323 -0.251
H -7.3015 -11.3464 7.1631 -0.474 0.174 -0.394
F -6.6510 -6.3028 7.4577 0.089 1.010 0.044
C -6.8555 -4.9503 7.4123 -1.846 -1.061 0.307
F -5.6955 -4.3389 7.3744 -0.496 -0.003 -0.269
F -7.4749 -4.6375 8.6399 0.702 -0.252 -0.190
C -8.0253 -4.6322 6.3658 -0.927 0.915 -1.366
O -7.8356 -3.7998 5.4719 -0.089 -1.682 1.826
O -9.1416 -5.2832 6.6445 2.161 0.720 0.249
C -13.7093 -9.0826 9.0930 0.449 0.999 -0.195
S -12.9010 -7.4827 9.3257 3.515 0.374 -1.653
O -13.8304 -6.4883 9.8006 0.121 -0.665 0.005
O -11.6595 -7.7089 10.1692 -1.624 0.275 0.097
O -12.2218 -7.1352 7.9845 -1.432 -0.022 1.056
H -13.5951 -9.5689 10.0517 -0.321 -0.264 0.125
H -13.1765 -9.6207 8.3047 0.003 0.154 0.235
H -14.7353 -8.8700 8.7924 0.062 -0.183 0.222

=====

# 6
28
Properties=species:S:1:pos:R:3:forces:R:3 method="wB97M-V/def2-TZVPD" e_homo_ev=-7.58 gap_ha=0.211 e_above_lowest_kj_mol=305.0 lumo_ev=-1.83
Sn -0.2458 -0.1429 -1.8516 0.122 -0.006 0.236
I 2.2207 0.3716 1.7634 0.544 -0.121 -0.006
C 3.3934 0.1668 -0.0401 -0.066 0.072 0.095
C 4.7698 0.0736 0.1173 0.029 -0.018 -0.045
C 5.5409 -0.0492 -1.0251 -0.012 -0.012 -0.009
C 4.9128 -0.0780 -2.2630 0.031 0.010 0.008
C 3.5354 0.0168 -2.3019 -0.036 -0.014 0.000
N 2.7802 0.1396 -1.2051 0.022 -0.007 -0.016
H 5.2235 0.0918 1.0989 -0.016 0.014 0.018
H 6.6177 -0.1250 -0.9508 0.005 0.002 0.002
H 5.4783 -0.1733 -3.1789 0.001 -0.002 0.001
H 3.0016 -0.0089 -3.2459 0.003 0.004 0.004
Se -1.4526 -2.6592 3.1892 -0.055 -0.296 -0.077
Sb -1.5417 -0.3763 3.6981 0.195 0.190 0.031
Se 0.5484 0.6826 4.2941 -0.081 0.098 0.181
Se -3.4298 0.9976 3.5309 -0.140 0.025 -0.005
Se -0.1101 0.3305 0.6192 -0.526 -0.037 -0.519
F -6.0323 0.1531 0.6614 0.030 0.005 -0.028
C -4.7869 0.1026 0.1739 -0.034 -0.018 0.051
C -4.1176 -1.1068 0.1896 -0.068 0.013 -0.024
C -2.8291 -1.1459 -0.3082 0.074 -0.013 0.018
C -2.2094 0.0046 -0.8210 -0.034 0.060 0.064
C -2.9238 1.2098 -0.7927 -0.036 0.037 0.006
C -4.2171 1.2671 -0.3055 0.001 0.019 -0.012
H -4.5958 -1.9787 0.6127 0.020 -0.011 0.020
H -2.2935 -2.0883 -0.2625 0.020 0.020 0.021
H -2.4640 2.1311 -1.1343 0.010 -0.014 -0.018
H -4.7731 2.1932 -0.2620 -0.003 0.000 0.001

=====

What did we get for max |F|? Answer: 18.42 0.74 1.68 7.70 3.90 0.74 eV/Å, in the order shown.